[1]
Molecular formula: C15H37INO5PSSi
Method: DFT, ωB97M-V/def2-TZVPD

As for the HOMO energy: -8.05 eV. The LUMO energy comes out at 0.49 eV. As for the structure (SMILES): CCO[Si@@](CCCCN)(CSCC)C[C@@H](C)I.COP(=O)(OC)OC.

Element x y z (Å)
C1 -0.03763 5.63413 1.34557
C2 -1.00752 4.79956 0.52551
O1 -0.59541 3.44039 0.46016
Si1 -1.73024 2.24733 0.55736
C3 -2.58567 2.34321 2.24312
C4 -1.77847 2.85744 3.44553
C5 -0.70804 1.89215 4.00387
C6 0.70903 2.44348 4.10362
N1 1.35139 2.56280 2.80219
C7 -3.04407 2.56257 -0.78006
S1 -2.52035 3.37814 -2.31998
C8 -1.37339 2.23114 -3.10830
C9 0.09126 2.39486 -2.68656
C10 -0.89268 0.55393 0.40122
C11 -1.60137 -0.50621 -0.45243
C12 -0.78662 -1.80406 -0.48014
I1 -3.50827 -0.99978 0.44697
H1 -0.10239 6.66518 0.98524
H2 -0.27626 5.66639 2.40747
H3 0.98697 5.31171 1.17253
H4 -1.00802 5.19175 -0.49485
H5 -2.03577 4.92028 0.88947
H6 -3.05037 1.38484 2.48544
H7 -3.41454 3.04561 2.08365
H8 -2.49761 3.00523 4.25591
H9 -1.33441 3.83547 3.25654
H10 -0.98445 1.64687 5.03335
H11 -0.67551 0.93949 3.46863
H12 1.27185 1.74262 4.73955
H13 0.72658 3.40802 4.61386
H14 2.18361 3.13119 2.82954
H15 1.54677 1.66268 2.38970
H16 -3.76191 3.26126 -0.34185
H17 -3.61453 1.66690 -1.03095
H18 -1.43957 2.43739 -4.17712
H19 -1.71249 1.20509 -2.96691
H20 0.30856 3.45134 -2.54303
H21 0.29582 1.86568 -1.75788
H22 0.75265 1.98121 -3.45039
H23 -0.84448 0.12659 1.40767
H24 0.13884 0.62826 0.04580
H25 -1.77467 -0.15016 -1.46295
H26 0.27112 -1.52385 -0.48100
H27 -0.93348 -2.38854 0.42516
H28 -0.95936 -2.38535 -1.38371
C13 3.58254 -7.56321 -1.35762
O2 3.51945 -6.12518 -1.44771
P1 2.28202 -5.46502 -2.18907
O3 2.04235 -6.04581 -3.51555
O4 2.82559 -3.96580 -2.23372
C14 3.76622 -3.61707 -3.25038
O5 0.96450 -5.10559 -1.39428
C15 0.18680 -6.19440 -0.85901
H29 4.23672 -7.80481 -0.52459
H30 2.60197 -8.00373 -1.18255
H31 3.99687 -7.96114 -2.28137
H32 3.65796 -4.25977 -4.12360
H33 4.78127 -3.69287 -2.85872
H34 3.56898 -2.58618 -3.53547
H35 0.80895 -6.89443 -0.29940
H36 -0.32092 -6.71748 -1.66862
H37 -0.54615 -5.76175 -0.18484

[2]
Molecular formula: C15H38BFN3O10P3S
Method: DFT, ωB97M-V/def2-TZVPD

As for the HOMO energy: -8.55 eV. The LUMO energy comes out at -2.11 eV. As for the structure (SMILES): NCCCCC[C@]1(B(N)O)NC(=O)C[C@]1(F)[PH2]=S.COP(=O)(OC)OC.COP(=O)(OC)OC.

Element x y z (Å)
N1 -1.63151 1.87183 0.28739
C1 -1.30225 0.65781 -0.46318
C2 -2.16747 -0.56130 -0.06234
C3 -2.03694 -0.88536 1.46703
C4 -1.06415 -2.07498 1.64299
C5 -0.46696 -2.25890 3.05923
C6 0.50218 -1.09243 3.55661
B1 -0.33610 -0.28373 4.66756
N2 -1.72166 0.14796 4.45923
O1 0.22718 0.01979 5.92593
N3 0.95471 -0.37916 2.36950
C7 2.16206 -0.79256 1.85301
O2 2.70254 -0.40629 0.85483
C8 2.64467 -1.92688 2.82633
C9 1.89010 -1.56544 4.11652
F1 2.61168 -0.43811 4.55056
P1 1.94044 -2.76498 5.52564
S1 1.22715 -4.53651 5.15463
H1 -0.79945 2.40608 0.50497
H2 -2.18424 2.50372 -0.28212
H3 -1.46964 0.80880 -1.54343
H4 -0.24114 0.39389 -0.34101
H5 -1.75121 -1.41950 -0.61048
H6 -3.21963 -0.38898 -0.31318
H7 -1.62476 0.02508 1.91326
H8 -3.00988 -1.14665 1.89523
H9 -0.29554 -2.07173 0.85826
H10 -1.65903 -2.98464 1.45180
H11 0.14839 -3.16926 3.02102
H12 -1.24859 -2.39224 3.81732
H13 -2.00484 0.75560 5.22319
H14 -2.37992 -0.62515 4.48175
H15 -0.38946 -0.30781 6.58757
H16 0.63764 0.56267 2.19441
H17 2.36777 -2.84503 2.29864
H18 3.70837 -1.77500 3.03576
H19 1.33436 -2.16435 6.64550
H20 3.32163 -2.88806 5.83160
C10 -2.15561 4.62713 -4.83699
O3 -0.93003 5.06896 -4.25963
P2 -0.95073 5.36875 -2.59967
O4 -1.91809 4.28681 -2.19429
O5 -1.69070 6.82138 -2.84816
C11 -1.40744 7.64141 -3.98900
O6 -0.59769 5.83749 -1.00934
C12 0.55013 6.68054 -0.79680
H21 -2.05267 4.74815 -5.91696
H22 -2.31988 3.57516 -4.61706
H23 -2.99779 5.22171 -4.48402
H24 -2.18451 7.49860 -4.73995
H25 -0.43688 7.42411 -4.42678
H26 -1.42419 8.68370 -3.67280
H27 0.41882 7.64371 -1.29781
H28 1.45905 6.19745 -1.15891
H29 0.64963 6.85165 0.27259
C13 -0.31772 -5.96772 -2.07893
O7 0.66009 -5.03762 -1.62343
P3 0.69666 -3.56263 -2.42019
O8 -0.77216 -3.38158 -2.65376
O9 1.50564 -4.16012 -3.72379
C14 2.46784 -5.21491 -3.61242
O10 1.12192 -1.98512 -2.83007
C15 2.44097 -1.53086 -2.46537
H30 -0.03851 -6.94057 -1.67047
H31 -1.30070 -5.69759 -1.69978
H32 -0.33700 -6.02389 -3.16683
H33 2.00375 -6.16121 -3.89205
H34 2.88115 -5.29654 -2.61062
H35 3.27901 -5.01244 -4.31088
H36 3.20559 -2.12841 -2.97066
H37 2.57231 -1.59096 -1.38501
H38 2.54323 -0.49277 -2.77169

[3]
Molecular formula: C15H38Cl2O3P2Ru
Method: DFT, ωB97M-V/def2-TZVPD

The expectation value of S² is 6.03. As for the spin multiplicity: 5. The value obtained for the relative energy (zero: lowest compared OMol25 entry of this formula, charge and spin) is 252.4 kJ/mol. As for the HOMO energy (alpha / beta): -7.21 / -7.85 eV. The LUMO energy (alpha / beta) comes out at -1.11 / -2.52 eV.

Element x y z (Å)
Ru1 0.78819 1.71230 0.92289
Cl1 -0.54537 -0.10718 0.76747
Cl2 2.08805 2.44292 -0.78811
H1 1.98290 0.93030 1.59159
H2 0.51467 1.92835 2.50081
P1 -1.02166 -3.00730 -2.10592
C1 -2.82032 -3.42960 -1.78718
C2 -0.88881 -3.04737 -3.96801
C3 -0.20778 -4.59283 -1.53936
C4 -3.54903 -2.12299 -1.44989
H3 -2.74020 -4.04570 -0.87034
C5 -3.53986 -4.22444 -2.87494
H4 -3.66339 -3.64305 -3.80060
H5 -4.54458 -4.45694 -2.49475
H6 -3.04351 -5.17777 -3.09963
H7 -3.02415 -1.57181 -0.65908
H8 -4.56017 -2.36300 -1.09973
H9 -3.63927 -1.47601 -2.33255
H10 -0.72920 -4.76400 -0.57715
C6 1.27048 -4.30201 -1.25038
C7 -0.41115 -5.80371 -2.44622
H11 -1.47096 -6.08261 -2.52185
H12 0.12025 -6.65136 -1.99136
H13 0.01002 -5.64961 -3.45109
H14 1.37315 -3.42381 -0.59793
H15 1.84148 -4.13480 -2.17262
H16 1.70106 -5.16780 -0.73361
C8 -1.63005 -1.85354 -4.57497
H17 -1.38527 -3.98888 -4.26628
C9 0.56729 -3.06083 -4.43834
H18 -2.71061 -1.87953 -4.38301
H19 -1.48133 -1.89022 -5.66254
H20 -1.21090 -0.90299 -4.20728
H21 1.13773 -2.22380 -4.00359
H22 0.55902 -2.93406 -5.52991
H23 1.07179 -4.01093 -4.21948
C10 4.00350 2.22148 4.92758
C11 3.33221 1.79593 3.62950
O1 2.84282 3.06259 3.09653
P2 1.55664 3.55937 2.17764
O2 2.10655 5.14487 2.52298
C12 2.14176 5.60827 3.93647
C13 0.85688 5.53213 4.74760
O3 -0.08988 4.16821 2.39071
C14 -0.48080 4.73905 1.11257
C15 -1.86668 5.34372 1.19940
H24 4.87837 2.80774 4.65721
H25 4.30317 1.37922 5.55033
H26 3.33809 2.86656 5.51646
H27 4.05701 1.32005 2.93567
H28 2.48996 1.12640 3.80878
H29 2.93998 5.08519 4.49633
H30 2.44070 6.64920 3.89695
H31 0.51052 4.50505 4.87175
H32 1.18051 5.97066 5.69794
H33 0.07111 6.11971 4.26707
H34 0.25329 5.50660 0.77626
H35 -0.48398 3.94677 0.32985
H36 -1.87167 6.14729 1.92765
H37 -2.08269 5.76520 0.22072
H38 -2.63590 4.60539 1.42096

E_tot
In order: -2351.53875, -3057.97165, -2517.86258
Unit: hartree